Entry 1:
Density functional theory data (the ωB97M-V functional and the def2-TZVPD basis) for a structure of composition C30H35N4O11Sr at a distorted geometry.

Last column: Löwdin charge in e.
Atoms and positions in Å:
Sr 0.575 -0.433 0.020  1.472
C -2.889 -1.912 2.895  -0.123
C -1.470 -1.401 3.159  -0.509
O -0.766 -1.163 2.009  -0.471
H -2.997 -2.997 2.862  0.054
H -3.356 -1.444 2.023  0.035
H -3.551 -1.580 3.720  0.056
H -0.934 -2.191 3.720  0.089
H -1.525 -0.494 3.792  0.081
C 1.865 3.276 -2.699  -0.131
C 1.990 2.362 -1.484  -0.551
O 1.537 1.098 -1.717  -0.438
H 0.818 3.406 -2.984  0.054
H 2.432 2.908 -3.562  0.058
H 2.287 4.280 -2.514  0.053
H 1.469 2.883 -0.636  0.078
H 3.063 2.362 -1.152  0.077
C 1.500 -4.707 -2.216  -0.139
C 1.960 -3.598 -1.273  -0.553
O 1.253 -2.448 -1.395  -0.434
H 1.467 -4.340 -3.252  0.059
H 0.472 -5.033 -2.026  0.051
H 2.212 -5.542 -2.194  0.050
H 3.046 -3.429 -1.479  0.084
H 1.912 -4.009 -0.237  0.087
C -4.787 -4.599 -1.725  -0.084
C -4.142 -3.963 -0.669  -0.067
C -3.107 -3.080 -0.923  0.010
C -2.840 -2.739 -2.238  -0.133
C -3.486 -3.337 -3.301  -0.006
C -4.458 -4.290 -3.040  -0.079
N -1.835 -1.702 -2.502  -0.313
O -1.525 -1.032 -1.535  -0.026
O -1.358 -1.630 -3.604  0.132
H -5.551 -5.341 -1.523  0.099
H -4.328 -4.319 0.337  0.107
H -2.577 -2.585 -0.116  0.115
H -3.248 -3.063 -4.320  0.118
H -4.901 -4.814 -3.877  0.100
C -5.778 0.531 -1.870  -0.069
C -5.065 -0.060 -0.831  -0.062
C -3.884 0.497 -0.388  -0.004
C -3.480 1.718 -0.899  -0.133
C -4.142 2.307 -1.961  -0.001
C -5.292 1.699 -2.443  -0.077
N -2.171 2.235 -0.494  -0.318
O -1.904 3.389 -0.751  0.093
O -1.454 1.469 0.114  0.019
H -6.742 0.141 -2.165  0.103
H -5.454 -0.963 -0.380  0.107
H -3.313 0.006 0.390  0.106
H -3.767 3.220 -2.399  0.119
H -5.708 2.122 -3.351  0.104
C 7.627 0.731 -0.595  -0.086
C 7.679 0.019 0.591  -0.085
C 6.532 -0.534 1.136  -0.009
C 5.338 -0.362 0.471  -0.134
C 5.263 0.341 -0.719  0.020
C 6.409 0.908 -1.234  -0.061
N 4.116 -0.987 0.975  -0.315
O 4.205 -1.815 1.848  0.113
O 3.090 -0.591 0.458  -0.031
H 8.526 1.093 -1.074  0.100
H 8.638 -0.157 1.064  0.101
H 6.591 -1.138 2.031  0.117
H 4.285 0.423 -1.188  0.120
H 6.350 1.577 -2.083  0.110
C 0.111 5.516 4.163  -0.085
C 0.835 4.759 5.061  -0.082
C 1.288 3.498 4.698  -0.006
C 0.898 2.980 3.478  -0.132
C 0.148 3.709 2.582  0.013
C -0.214 5.009 2.907  -0.053
N 1.356 1.647 3.067  -0.316
O 1.223 1.384 1.890  0.000
O 1.859 0.932 3.906  0.111
H -0.123 6.557 4.360  0.102
H 1.119 5.125 6.038  0.102
H 1.702 2.852 5.460  0.119
H -0.161 3.288 1.633  0.104
H -0.766 5.562 2.161  0.109

The value obtained for the total energy is -2241.2454 Ha. As for the net charge: -1. The value obtained for the HOMO-LUMO gap is 5.307 eV. The calculation puts the LUMO energy at 1.62 eV. The calculation puts the HOMO energy at -3.6878 eV. Its strongest force on any atom is 1.59 eV/Å.

=====

Entry 2:
Density functional theory data (the ωB97M-V functional and the def2-TZVPD basis) for a cluster of 3 separate species, C4H17N2O2 in total at a distorted geometry.

Last column: Löwdin charge in e.
Atoms and positions in Å:
C 1.171 -0.007 -0.567  -0.139
C 1.242 -1.495 -0.220  -0.170
C -0.089 -2.219 -0.125  -0.205
C -2.337 -2.040 0.811  -0.091
N -0.939 -1.593 0.924  -0.161
N 0.290 0.799 0.351  0.167
H 0.696 0.076 -1.512  0.107
H 2.162 0.402 -0.515  0.128
H 1.907 -1.878 -1.004  0.127
H 1.871 -1.676 0.662  0.121
H 0.022 -3.257 0.128  0.118
H -0.606 -2.128 -1.082  0.124
H -2.637 -1.880 -0.221  0.079
H -2.972 -1.473 1.482  0.085
H -2.398 -3.128 0.924  0.089
H -0.564 -1.890 1.813  0.117
H -0.402 0.141 0.787  0.116
H 0.832 1.282 1.061  0.133
H -0.240 1.434 -0.248  0.117
H 0.555 4.007 1.960  0.061
H 1.339 4.149 0.674  0.051
O 0.682 3.590 1.098  -0.045
H 0.582 3.433 -2.004  0.052
H -0.221 2.715 -3.049  0.059
O 0.051 2.636 -2.129  -0.042

The value obtained for the total energy is -422.3701 Ha. The relative energy (zero: lowest compared OMol25 entry of this formula, charge and spin) comes out at 59.4 kJ/mol. As for the net charge: +1. The value obtained for the HOMO-LUMO gap is 10.443 eV. The calculation puts the LUMO energy at -2.70 eV. The calculation puts the HOMO energy at -13.1412 eV. Its strongest force on any atom is 1.65 eV/Å.

=====

Q: Number 2 is which compound?
A: C4H17N2O2

=====

Repeat the second record exactly.
Density functional theory data (the ωB97M-V functional and the def2-TZVPD basis) for a cluster of 3 separate species, C4H17N2O2 in total at a distorted geometry.

Last column: Löwdin charge in e.
Atoms and positions in Å:
C 1.171 -0.007 -0.567  -0.139
C 1.242 -1.495 -0.220  -0.170
C -0.089 -2.219 -0.125  -0.205
C -2.337 -2.040 0.811  -0.091
N -0.939 -1.593 0.924  -0.161
N 0.290 0.799 0.351  0.167
H 0.696 0.076 -1.512  0.107
H 2.162 0.402 -0.515  0.128
H 1.907 -1.878 -1.004  0.127
H 1.871 -1.676 0.662  0.121
H 0.022 -3.257 0.128  0.118
H -0.606 -2.128 -1.082  0.124
H -2.637 -1.880 -0.221  0.079
H -2.972 -1.473 1.482  0.085
H -2.398 -3.128 0.924  0.089
H -0.564 -1.890 1.813  0.117
H -0.402 0.141 0.787  0.116
H 0.832 1.282 1.061  0.133
H -0.240 1.434 -0.248  0.117
H 0.555 4.007 1.960  0.061
H 1.339 4.149 0.674  0.051
O 0.682 3.590 1.098  -0.045
H 0.582 3.433 -2.004  0.052
H -0.221 2.715 -3.049  0.059
O 0.051 2.636 -2.129  -0.042

The value obtained for the total energy is -422.3701 Ha. The relative energy (zero: lowest compared OMol25 entry of this formula, charge and spin) comes out at 59.4 kJ/mol. As for the net charge: +1. The value obtained for the HOMO-LUMO gap is 10.443 eV. The calculation puts the LUMO energy at -2.70 eV. The calculation puts the HOMO energy at -13.1412 eV. Its strongest force on any atom is 1.65 eV/Å.

=====

Q: Which formula does entry 1 have?
A: C30H35N4O11Sr

=====

Q: The lowest net charge belongs to which entry?
A: C30H35N4O11Sr